{
  "formula": "C3H10NO2",
  "method": "ωB97M-V with the def2-TZVPD basis set",
  "relative_energy_ev": 1.6929,
  "energy_ev": -8857.10095,
  "total_charge": -1,
  "orbital_gap_ev": 6.2,
  "species": ["C", "N", "C", "C", "O", "H", "H", "H", "H", "H", "H", "H", "H", "H", "H", "O"],
  "coordinates": [[0.734, 0.691, 1.932], [0.252, 0.376, 0.586], [1.258, -0.270, -0.284], [0.417, -0.482, -1.617], [0.103, 0.695, -2.131], [1.560, 0.043, 2.221], [-0.035, 0.578, 2.694], [1.224, 1.671, 1.951], [0.123, 1.148, -0.096], [1.671, -1.224, 0.086], [2.079, 0.464, -0.434], [-0.319, -1.271, -1.354], [1.090, -1.172, -2.299], [-2.622, -1.349, 1.707], [-1.628, -0.356, 1.161], [-2.463, -0.810, 0.931]],
  "atomic_forces_ev_per_a": [[0.8, 0.6, -1.0], [0.6, -0.6, 0.1], [-0.7, -0.6, -0.5], [2.9, -1.0, -0.3], [-0.8, 0.2, 0.0], [-0.1, -0.5, -0.1], [-0.2, 0.3, 0.1], [-0.4, 0.4, 0.4], [-0.8, 0.3, 1.0], [-0.3, 0.2, 0.3], [0.0, -0.5, -0.3], [-0.8, 0.5, 0.3], [-0.2, 0.8, 0.4], [-0.2, -0.2, 0.1], [0.3, 0.0, -0.9], [0.0, 0.1, 0.6]]
}